Formula: C42H29Cl2IIrN5O11P
Source: OMol25
Level of theory: ωB97M-V/def2-TZVPD

Last column: Mulliken spin population.
Element x y z (Å)
Ir: 0.26 0.05 -0.29  2.619
I: -0.24 2.49 1.50  0.245
C: -1.88 3.78 1.04  0.024
C: -2.47 4.40 2.12  0.030
C: -3.36 5.46 1.93  -0.002
C: -3.62 5.90 0.66  0.008
C: -3.08 5.25 -0.46  -0.003
C: -3.38 5.74 -1.74  0.002
C: -2.91 5.12 -2.86  0.002
C: -2.15 3.96 -2.72  0.016
C: -1.82 3.43 -1.48  0.022
P: -0.97 1.81 -1.73  0.377
C: -2.18 0.91 -2.74  0.038
C: -3.55 1.20 -2.64  0.029
C: -4.45 0.50 -3.43  -0.008
C: -4.01 -0.48 -4.30  0.027
C: -2.66 -0.79 -4.37  -0.007
C: -1.75 -0.13 -3.57  -0.003
C: 0.39 2.40 -2.78  0.026
C: 0.45 2.17 -4.16  0.019
C: 1.54 2.63 -4.88  -0.002
C: 2.58 3.30 -4.24  0.012
C: 2.50 3.56 -2.88  -0.003
C: 1.41 3.12 -2.15  -0.047
C: -2.22 4.11 -0.30  -0.015
H: -2.21 4.09 3.12  -0.001
H: -3.80 5.94 2.79  0.000
H: -4.26 6.76 0.50  0.000
H: -4.01 6.62 -1.82  0.000
H: -3.12 5.50 -3.85  0.000
H: -1.83 3.44 -3.61  0.004
H: -3.90 1.97 -1.97  0.003
H: -5.50 0.72 -3.35  0.000
H: -4.72 -1.01 -4.91  -0.001
H: -2.30 -1.56 -5.04  0.001
H: -0.71 -0.42 -3.57  0.006
H: -0.35 1.65 -4.66  0.001
H: 1.59 2.46 -5.94  0.001
H: 3.43 3.64 -4.80  0.000
H: 3.29 4.10 -2.38  0.000
H: 1.35 3.31 -1.09  -0.001
Cl: 2.63 -2.98 6.35  0.085
C: 2.27 -2.05 4.97  0.240
C: 3.15 -1.05 4.56  -0.103
C: 2.87 -0.27 3.46  0.203
Cl: 3.88 1.00 2.99  0.060
C: 1.67 -0.51 2.67  0.075
O: 1.47 0.18 1.64  0.368
C: 0.78 -1.54 3.13  0.076
C: -0.46 -1.78 2.41  0.000
O: -0.89 -1.17 1.44  0.084
C: 1.08 -2.27 4.27  0.053
H: 4.05 -0.86 5.13  0.001
H: -1.06 -2.61 2.81  0.005
H: 0.38 -3.01 4.65  -0.001
O: 7.15 0.50 -4.16  0.000
N: 6.24 0.09 -4.83  0.000
O: 6.29 -0.22 -5.99  0.000
C: 4.95 -0.05 -4.18  0.001
C: 4.80 0.33 -2.86  0.000
C: 3.55 0.26 -2.26  -0.031
C: 2.39 -0.25 -2.93  -0.008
O: 1.24 -0.34 -2.42  0.206
C: 2.64 -0.67 -4.28  0.015
C: 3.85 -0.53 -4.90  0.000
N: 1.52 -1.19 -5.04  0.001
O: 1.46 -0.89 -6.20  0.002
O: 0.73 -1.89 -4.44  -0.001
N: 3.43 0.72 -0.93  0.009
O: 4.40 0.70 -0.20  0.040
O: 2.34 1.16 -0.56  0.043
H: 5.65 0.72 -2.31  0.000
H: 3.97 -0.82 -5.94  0.000
O: -2.28 -5.84 -4.73  0.000
C: -2.72 -4.53 -4.89  0.000
N: -3.64 -4.11 -3.84  0.000
C: -3.36 -3.62 -2.62  0.001
O: -4.23 -3.29 -1.85  0.000
C: -1.91 -3.42 -2.25  -0.003
C: -0.90 -4.34 -2.50  0.003
C: 0.38 -4.06 -2.03  0.001
C: 0.59 -2.89 -1.32  0.007
N: -0.40 -2.03 -1.07  0.168
C: -1.62 -2.29 -1.50  -0.020
H: -2.94 -6.47 -5.06  0.000
H: -3.23 -4.38 -5.85  0.000
H: -1.83 -3.90 -4.85  0.000
H: -4.62 -4.32 -3.97  0.000
H: -1.09 -5.26 -3.04  0.000
H: 1.19 -4.74 -2.21  0.001
H: 1.57 -2.64 -0.95  -0.003
H: -2.41 -1.60 -1.23  -0.002

The spin multiplicity is 6. For the highest occupied orbital energy (alpha / beta), the calculation gives -13.18 / -13.19 eV. Its net charge is +2.

Formula: C32H35NO3
Source: OMol25
Level of theory: ωB97M-V/def2-TZVPD

Last column: Löwdin charge in e.
Element x y z (Å)
C: -3.19 3.45 -1.98  -0.065
C: -1.78 3.39 -1.45  -0.146
O: -1.75 2.14 -0.68  -0.058
C: -0.78 1.65 0.12  -0.423
C: -0.98 0.11 0.29  -0.153
C: -0.72 -0.88 1.56  -0.259
O: -0.92 -2.07 1.38  0.089
C: -0.36 -0.52 3.00  -0.109
C: -0.33 0.93 3.41  -0.196
C: -1.75 1.46 3.64  -0.188
C: -2.40 2.00 2.37  -0.192
C: -3.19 1.07 1.40  -0.132
C: -2.53 0.14 0.33  -0.112
O: 0.10 2.35 0.64  0.043
H: -3.36 4.33 -2.59  0.078
H: -3.44 2.60 -2.63  0.087
H: -3.93 3.46 -1.17  0.076
H: -1.08 3.33 -2.29  0.120
H: -1.53 4.25 -0.81  0.131
H: -1.09 -1.06 3.61  0.130
H: 0.63 -0.98 3.23  0.122
H: 0.25 1.03 4.34  0.114
H: 0.18 1.57 2.68  0.096
H: -2.38 0.69 4.12  0.113
H: -1.68 2.31 4.35  0.111
H: -3.14 2.75 2.70  0.114
H: -1.64 2.58 1.83  0.092
H: -3.90 0.46 2.00  0.117
H: -3.84 1.77 0.85  0.101
H: -2.93 0.41 -0.66  0.125
H: -2.92 -0.88 0.45  0.113
C: 4.70 -1.49 3.19  -0.074
N: 4.21 -2.41 2.17  -0.200
C: 4.93 -3.66 2.05  -0.067
C: 3.22 -2.00 1.32  -0.221
C: 2.68 -0.70 1.53  -0.008
C: 1.67 -0.25 0.72  -0.067
C: 1.08 -1.05 -0.26  -0.158
C: -0.20 -0.43 -0.86  -0.174
C: -1.04 -1.30 -1.84  -0.072
C: -0.99 -0.79 -3.15  -0.115
C: -1.65 -1.38 -4.22  -0.022
C: -2.46 -2.48 -3.98  -0.083
C: -2.55 -2.99 -2.68  -0.068
C: -1.86 -2.40 -1.60  -0.011
C: -0.08 0.36 -3.19  -0.107
C: 0.37 0.62 -1.89  -0.076
C: 1.34 1.60 -1.68  -0.021
C: 1.78 2.38 -2.75  -0.060
C: 1.34 2.09 -4.05  -0.089
C: 0.40 1.09 -4.29  -0.014
C: 1.67 -2.28 -0.56  0.007
C: 2.72 -2.76 0.23  0.003
H: 5.07 -0.56 2.74  0.091
H: 3.91 -1.23 3.91  0.090
H: 5.54 -1.97 3.71  0.080
H: 5.31 -3.82 1.03  0.086
H: 5.78 -3.61 2.73  0.076
H: 4.30 -4.52 2.32  0.092
H: 3.04 -0.04 2.33  0.101
H: 1.35 0.77 0.87  0.097
H: -1.51 -0.96 -5.22  0.109
H: -2.98 -2.97 -4.82  0.104
H: -3.16 -3.87 -2.50  0.099
H: -1.95 -2.78 -0.59  0.103
H: 1.75 1.80 -0.70  0.103
H: 2.48 3.18 -2.54  0.106
H: 1.71 2.69 -4.87  0.098
H: 0.02 0.84 -5.28  0.107
H: 1.26 -2.85 -1.40  0.124
H: 3.15 -3.74 0.05  0.097

Its SMILES is CCOC(=O)[C@]1(C2(c3ccc(N(C)C)cc3)c3ccccc3-c3ccccc32)CCCCCCC1=O. For the highest occupied orbital energy, the calculation gives -7.21 eV.

Formula: C27H41BCl2FO21
Source: OMol25
Level of theory: ωB97M-V/def2-TZVPD

Last column: Löwdin charge in e.
Element x y z (Å)
C: 1.50 0.56 5.25  -0.053
C: 1.08 0.32 3.83  -0.364
F: 2.32 0.28 3.08  -0.113
C: 0.33 -0.97 3.56  -0.165
B: -0.75 -1.45 4.70  -0.513
C: -2.23 -0.70 4.69  -0.673
Cl: -2.36 0.64 5.95  0.503
C: -2.71 -0.21 3.34  -0.719
C: -2.17 1.13 2.87  -0.154
Cl: -4.55 -0.12 3.31  0.569
H: 0.67 0.68 5.93  0.060
H: 2.07 1.49 5.27  0.075
H: 2.18 -0.19 5.60  0.048
H: 0.58 1.19 3.43  0.113
H: 1.10 -1.73 3.48  0.085
H: -0.10 -0.88 2.56  0.073
H: -1.00 -2.63 4.46  0.052
H: -0.30 -1.41 5.83  0.047
H: -2.96 -1.42 5.02  0.043
H: -2.48 -0.98 2.62  0.086
H: -1.64 1.66 3.65  0.040
H: -2.95 1.79 2.52  0.049
H: -1.46 0.96 2.07  0.066
C: 6.40 -1.25 6.59  -0.131
C: 5.89 -0.83 5.23  -0.127
O: 4.61 -1.45 5.18  0.053
C: 4.18 -1.65 6.45  -0.564
O: 3.08 -1.98 6.75  0.183
O: 5.19 -1.41 7.33  0.053
H: 7.04 -0.50 7.06  0.127
H: 6.93 -2.20 6.56  0.129
H: 5.76 0.25 5.14  0.133
H: 6.52 -1.18 4.41  0.129
C: 3.10 0.02 -0.19  -0.109
C: 4.14 -0.22 0.86  -0.116
O: 5.21 -0.82 0.11  0.068
C: 5.08 -0.44 -1.18  -0.581
O: 5.89 -0.63 -2.03  0.132
O: 3.90 0.18 -1.37  0.034
H: 2.51 0.91 0.00  0.139
H: 2.43 -0.83 -0.33  0.142
H: 4.50 0.71 1.31  0.134
H: 3.78 -0.88 1.64  0.125
C: -4.23 0.17 -1.07  -0.088
C: -4.65 1.14 -2.16  -0.115
O: -4.25 2.41 -1.60  0.053
C: -3.26 2.18 -0.70  -0.572
O: -2.60 3.04 -0.20  0.145
O: -3.11 0.86 -0.46  0.054
H: -3.92 -0.79 -1.47  0.129
H: -5.00 0.02 -0.32  0.108
H: -4.11 0.98 -3.09  0.108
H: -5.72 1.13 -2.36  0.136
C: 1.97 0.99 -4.20  -0.106
C: 2.12 2.44 -4.59  -0.113
O: 0.92 2.68 -5.32  0.062
C: -0.01 1.78 -4.91  -0.570
O: -1.15 1.81 -5.21  0.163
O: 0.55 0.83 -4.13  0.077
H: 2.43 0.75 -3.24  0.115
H: 2.37 0.31 -4.95  0.137
H: 2.15 3.11 -3.73  0.135
H: 3.00 2.63 -5.21  0.132
C: -9.94 1.02 2.53  -0.129
C: -9.07 0.70 3.72  -0.120
O: -7.94 0.06 3.12  0.043
C: -7.86 0.47 1.83  -0.568
O: -6.94 0.26 1.12  0.142
O: -8.98 1.17 1.48  0.055
H: -10.51 1.94 2.65  0.128
H: -10.62 0.20 2.27  0.129
H: -8.72 1.59 4.25  0.135
H: -9.55 0.03 4.44  0.130
C: -4.07 1.08 -6.67  -0.113
C: -3.36 -0.17 -7.15  -0.115
O: -3.40 -1.01 -5.99  0.063
C: -4.44 -0.61 -5.22  -0.570
O: -4.84 -1.19 -4.26  0.157
O: -4.96 0.56 -5.67  0.051
H: -4.63 1.58 -7.46  0.129
H: -3.39 1.80 -6.20  0.113
H: -3.89 -0.67 -7.96  0.128
H: -2.33 0.01 -7.45  0.128
C: 8.00 -2.71 -5.04  -0.115
C: 7.57 -1.26 -5.20  -0.113
O: 7.32 -1.17 -6.61  0.056
C: 7.05 -2.41 -7.07  -0.576
O: 6.64 -2.65 -8.16  0.159
O: 7.30 -3.34 -6.12  0.058
H: 7.70 -3.13 -4.09  0.133
H: 9.07 -2.85 -5.18  0.130
H: 6.65 -1.04 -4.65  0.120
H: 8.34 -0.55 -4.90  0.133

For the highest occupied orbital energy, the calculation gives -5.28 eV. Its net charge is -1.

Formula: C8H12O2
Source: OMol25
Level of theory: ωB97M-V/def2-TZVPD

Last column: Löwdin charge in e.
Element x y z (Å)
C: 0.86 2.12 0.58  0.014
C: -0.27 2.29 -0.09  0.031
C: 2.74 -0.91 -0.37  -0.018
C: 1.95 0.11 -0.65  -0.064
C: 0.76 0.62 0.50  -0.454
C: -0.55 0.76 -0.37  -0.469
C: -1.87 -1.30 -0.21  -0.091
C: -1.87 0.21 0.27  -0.128
O: 0.81 -0.07 1.64  0.041
O: -0.38 0.45 -1.68  0.004
H: 1.60 2.78 1.15  0.142
H: -0.67 3.13 -0.60  0.092
H: 3.52 -1.43 -1.07  0.093
H: 2.56 -1.34 0.62  0.047
H: 2.08 0.85 -1.38  0.080
H: -2.07 -1.37 -1.31  0.088
H: -2.70 -1.74 0.44  0.093
H: -0.92 -1.83 0.06  0.077
H: -1.75 0.46 1.34  0.129
H: -2.69 0.65 -0.24  0.097
H: 0.38 -0.92 1.44  0.105
H: -0.29 -0.49 -1.84  0.091

Its SMILES is C=C[C@@]1(O)C=C[C@]1(O)CC. For the highest occupied orbital energy, the calculation gives -9.15 eV.